(1)
The following is a quantum chemistry calculation of 3 unconnected molecules or ions with the total composition C4H17N2O2 in a non-equilibrium geometry, from the OMol25 dataset.

Each line ends with the Löwdin charge.
Positions of all 25 atoms, in Å:
N (-1.56731, 0.02057, -0.77800)  0.212
C (-0.36959, 1.01569, -1.12127)  -0.074
C (0.01520, 1.77732, 0.13894)  -0.196
N (0.28826, 0.72169, 1.16389)  -0.278
C (-0.08025, 1.15541, 2.54157)  -0.097
C (1.70078, 0.37290, 1.07119)  -0.096
H (-2.14602, -0.39068, -1.50071)  0.141
H (-2.28810, 0.41109, -0.19582)  0.156
H (-1.21310, -0.56373, -0.13406)  0.083
H (-0.45850, 1.55761, -2.12242)  0.158
H (0.40717, 0.24418, -1.24438)  0.096
H (-0.74133, 2.58116, 0.46484)  0.152
H (0.87358, 2.32309, -0.12950)  0.101
H (0.60505, 1.54044, 3.29178)  0.075
H (-0.54535, 0.31192, 3.20200)  0.111
H (-0.91303, 1.91391, 2.48476)  0.084
H (2.29789, 1.24956, 1.34964)  0.101
H (1.84091, -0.12061, 0.06176)  0.090
H (1.92965, -0.54563, 1.69749)  0.112
H (-0.37072, -2.17209, -3.42830)  0.055
H (-1.57219, -1.27764, -3.79954)  0.034
O (-0.96887, -1.49774, -3.12112)  -0.018
H (0.62147, -3.51935, -0.52426)  0.018
H (1.76423, -3.33391, 0.26129)  0.049
O (0.89016, -3.77515, 0.37023)  -0.066

## Properties
Relative energy (zero: lowest compared OMol25 entry of this formula, charge and spin) (kJ/mol): 301.96
F_max (hartree/bohr): 0.098
Total charge: +1
Electronic energy (eV): -11490.7612
Lowest unoccupied orbital energy (eV): -3.166

=====

(2)
The following is a quantum chemistry calculation of 13 unconnected molecules or ions with the total composition C67H167N13O13 in a non-equilibrium geometry, from the OMol25 dataset.

Each line ends with the Löwdin charge.
Positions of all 260 atoms, in Å:
C (1.79106, -3.44271, 2.28288)  -0.041
C (2.39481, -4.68571, 1.60294)  -0.406
C (1.30138, -5.63509, 1.13707)  -0.207
O (1.93965, -6.82805, 0.67558)  -0.201
C (0.97685, -7.77435, 0.19625)  -0.089
N (3.23010, -4.28336, 0.46883)  0.064
H (1.34317, -2.79676, 1.53810)  0.041
H (2.56922, -2.84119, 2.70267)  0.061
H (1.05183, -3.80734, 2.94826)  0.065
H (2.95490, -5.27884, 2.33711)  0.136
H (0.79542, -5.12973, 0.29443)  0.112
H (0.63754, -5.88989, 1.95808)  0.119
H (0.49755, -7.30505, -0.68860)  0.065
H (0.16388, -8.03859, 0.88838)  0.081
H (1.63165, -8.58725, -0.12353)  0.094
H (3.78862, -3.45878, 0.52580)  0.050
H (3.79062, -5.03469, 0.08823)  0.071
C (-1.62702, 6.23146, -1.96804)  -0.019
C (-2.63066, 5.16917, -2.50432)  -0.447
C (-3.36957, 4.46429, -1.35781)  -0.237
O (-2.50924, 4.06340, -0.36191)  -0.241
C (-1.97880, 2.76744, -0.70176)  -0.067
N (-3.63315, 5.82618, -3.28299)  0.025
H (-0.78971, 5.79404, -1.44031)  0.052
H (-2.05362, 7.01230, -1.35685)  0.084
H (-1.25930, 6.71168, -2.85692)  0.064
H (-2.13927, 4.39661, -3.06595)  0.099
H (-3.89917, 3.58619, -1.77481)  0.125
H (-4.04695, 5.23031, -0.96812)  0.128
H (-1.51303, 2.76629, -1.71864)  0.087
H (-2.83069, 2.05309, -0.68133)  0.082
H (-1.16711, 2.52809, 0.04408)  0.082
H (-4.14233, 5.13579, -3.87408)  0.094
H (-3.19925, 6.47700, -3.95524)  0.082
C (-1.29944, -6.65276, -3.23186)  -0.044
C (-0.95440, -5.20091, -3.52683)  -0.459
C (0.47381, -4.94374, -3.14206)  -0.238
O (1.29299, -5.84397, -3.82456)  -0.160
C (2.45159, -6.10591, -3.09168)  -0.099
N (-1.22138, -4.73910, -4.89386)  0.062
H (-0.62702, -7.26325, -3.92705)  0.109
H (-2.34047, -6.80952, -3.43402)  0.073
H (-0.99019, -7.00220, -2.25872)  0.048
H (-1.63160, -4.64396, -2.92858)  0.075
H (0.57538, -5.05939, -2.07303)  0.102
H (0.79176, -3.91189, -3.35404)  0.117
H (3.09657, -5.25197, -3.01908)  0.080
H (2.96678, -6.89532, -3.63914)  0.097
H (2.32674, -6.48484, -2.10704)  0.060
H (-2.22279, -4.62143, -4.95931)  0.042
H (-1.13385, -5.58851, -5.48985)  0.087
C (-6.23213, -3.36051, -3.52929)  -0.052
C (-4.96325, -2.57242, -3.37509)  -0.480
C (-4.96425, -1.62766, -2.17249)  -0.229
O (-5.98930, -0.72424, -2.14363)  -0.154
C (-5.82944, 0.31996, -1.23804)  -0.105
N (-3.90914, -3.47446, -3.20956)  0.045
H (-7.05283, -2.68795, -3.78727)  0.077
H (-6.49525, -3.86599, -2.56852)  0.097
H (-6.03135, -4.00054, -4.40109)  0.086
H (-4.77860, -2.02885, -4.29583)  0.128
H (-4.03385, -1.12867, -2.24951)  0.090
H (-5.03902, -2.26356, -1.26174)  0.114
H (-4.92259, 0.92768, -1.43087)  0.074
H (-5.67024, -0.00945, -0.22256)  0.069
H (-6.72203, 0.92810, -1.23983)  0.092
H (-4.15365, -4.18441, -2.52983)  0.063
H (-3.03252, -3.01779, -3.08440)  0.020
C (-3.01513, 0.80619, -4.63925)  -0.072
C (-1.71848, 0.91951, -5.34978)  -0.451
C (-1.17940, 2.31158, -5.06687)  -0.234
O (-0.01546, 2.60013, -5.79241)  -0.160
C (0.73231, 3.56240, -5.11686)  -0.130
N (-0.85287, -0.07473, -4.73152)  0.042
H (-3.29742, -0.24626, -4.79801)  0.076
H (-3.74649, 1.37208, -5.17454)  0.078
H (-3.09374, 1.05395, -3.57944)  0.080
H (-1.81131, 0.77914, -6.47944)  0.169
H (-0.88666, 2.32477, -4.00446)  0.110
H (-1.94572, 3.01511, -5.30253)  0.117
H (0.27475, 4.54492, -5.18928)  0.084
H (1.64149, 3.64152, -5.68087)  0.086
H (0.96661, 3.34289, -4.05850)  0.085
H (-1.30525, -0.98712, -4.95465)  0.086
H (0.07955, -0.13611, -5.18541)  0.085
C (6.05652, 2.71389, -1.01716)  -0.078
C (6.05464, 3.00123, 0.45837)  -0.456
C (6.14823, 1.64696, 1.12506)  -0.193
O (4.87778, 1.07176, 0.93015)  -0.216
C (4.81255, -0.28949, 1.21926)  -0.108
N (7.17603, 3.88502, 0.66758)  0.046
H (7.03822, 2.28639, -1.31111)  0.103
H (5.88034, 3.59978, -1.62111)  0.087
H (5.21149, 2.04482, -1.25010)  0.064
H (5.06762, 3.43211, 0.76043)  0.118
H (6.39537, 1.65325, 2.18986)  0.130
H (6.89866, 1.03948, 0.61720)  0.126
H (3.76635, -0.60373, 1.29357)  0.083
H (5.22816, -0.53839, 2.19833)  0.095
H (5.28160, -0.84269, 0.40114)  0.083
H (7.19412, 4.28880, 1.59608)  0.057
H (7.27014, 4.71966, 0.08429)  0.083
C (2.84540, -3.00109, 5.85556)  -0.063
C (1.65468, -2.20939, 6.26553)  -0.443
C (1.56466, -0.80494, 5.50757)  -0.196
O (2.79188, -0.14183, 5.70093)  -0.201
C (2.93078, 1.02049, 4.85580)  -0.085
N (0.46353, -2.90720, 5.89546)  0.028
H (2.98889, -3.90843, 6.46104)  0.085
H (3.80436, -2.45329, 5.82461)  0.089
H (2.67156, -3.32044, 4.83035)  0.049
H (1.71723, -1.92183, 7.29444)  0.120
H (0.72595, -0.16883, 5.89820)  0.133
H (1.37895, -0.99070, 4.46231)  0.084
H (2.33232, 1.89803, 5.17848)  0.085
H (2.57976, 0.78087, 3.83603)  0.073
H (3.99087, 1.28068, 4.91502)  0.084
H (-0.42706, -2.49009, 6.18925)  0.081
H (0.48080, -3.91418, 6.10211)  0.087
C (-2.77579, -1.69552, 3.95012)  -0.038
C (-4.04532, -0.89150, 3.62091)  -0.415
C (-5.24990, -1.66305, 3.13434)  -0.190
O (-5.04557, -2.34255, 1.89521)  -0.199
C (-6.20711, -2.70683, 1.22404)  -0.128
N (-4.47755, -0.04471, 4.76224)  0.054
H (-2.05019, -0.95516, 4.30348)  0.063
H (-2.49929, -2.14354, 3.01372)  0.049
H (-2.88608, -2.48808, 4.69079)  0.081
H (-3.81523, -0.24746, 2.77080)  0.118
H (-5.97910, -0.88745, 2.97945)  0.109
H (-5.63473, -2.39475, 3.81310)  0.128
H (-6.89540, -1.87043, 1.03150)  0.095
H (-6.80509, -3.39231, 1.81998)  0.089
H (-5.93833, -3.20588, 0.32248)  0.054
H (-4.11018, 0.90529, 4.62915)  0.036
H (-5.49392, 0.01289, 4.73363)  0.059
C (-2.32444, -5.20131, 1.89672)  -0.024
C (-2.64345, -5.52941, 0.39089)  -0.390
C (-3.27226, -6.89945, 0.19604)  -0.211
O (-2.33729, -7.89048, 0.58946)  -0.217
C (-2.60816, -9.11026, -0.11460)  -0.087
N (-3.44721, -4.49046, -0.28707)  0.070
H (-1.68517, -4.32346, 1.92565)  0.063
H (-1.79987, -6.05436, 2.29887)  0.063
H (-3.25000, -5.02566, 2.41473)  0.071
H (-1.66189, -5.53110, -0.18981)  0.129
H (-3.38998, -6.98223, -0.85589)  0.094
H (-4.17266, -6.96518, 0.78885)  0.130
H (-1.86781, -9.81129, 0.22976)  0.080
H (-2.56139, -8.96500, -1.20248)  0.086
H (-3.58865, -9.45714, 0.21591)  0.089
H (-3.78123, -3.85712, 0.46047)  0.054
H (-2.94887, -3.87250, -0.91070)  0.026
C (0.87542, -1.57094, -0.79594)  -0.038
C (-0.59204, -2.07056, -0.76350)  -0.385
C (-1.34524, -1.16243, 0.18991)  -0.138
O (-0.65223, -1.14231, 1.50064)  -0.232
C (-0.54312, 0.11173, 2.13856)  -0.102
N (-1.38934, -2.08554, -2.00778)  0.051
H (1.52135, -2.18058, -1.46172)  0.068
H (1.28696, -1.50448, 0.19292)  0.046
H (0.91874, -0.58947, -1.18927)  0.050
H (-0.66074, -3.12491, -0.38730)  0.131
H (-2.33503, -1.51314, 0.39376)  0.105
H (-1.35202, -0.12265, -0.15225)  0.114
H (-0.06596, -0.14477, 3.10719)  0.082
H (-1.49725, 0.49274, 2.38923)  0.042
H (-0.03569, 0.90154, 1.53422)  0.090
H (-1.33289, -1.19243, -2.51572)  0.059
H (-0.92060, -2.74835, -2.69405)  0.072
C (-4.98486, 2.75824, 1.91578)  -0.010
C (-4.46698, 3.77792, 2.94685)  -0.497
C (-5.46938, 4.01793, 4.00947)  -0.153
C (-4.89786, 4.66684, 5.25839)  -0.172
C (-3.67377, 3.90004, 5.71314)  -0.146
C (-2.53959, 3.77370, 4.70674)  -0.504
N (-3.24317, 3.15849, 3.51880)  -0.081
O (-2.34491, 2.84598, 2.46972)  -0.041
C (-1.79097, 5.05750, 4.49430)  -0.021
C (-1.58329, 2.65976, 5.21234)  -0.021
C (-4.15604, 5.12891, 2.19373)  0.007
H (-6.00274, 3.00377, 1.65366)  0.086
H (-5.04529, 1.73689, 2.36476)  0.085
H (-4.34073, 2.70907, 1.06598)  0.051
H (-6.25088, 4.62419, 3.61187)  0.117
H (-5.85789, 3.04119, 4.35653)  0.129
H (-5.62196, 4.76051, 6.08608)  0.121
H (-4.64419, 5.70217, 5.05151)  0.099
H (-3.96793, 2.84173, 5.90276)  0.122
H (-3.26662, 4.27468, 6.65193)  0.125
H (-2.45821, 5.93895, 4.33097)  0.085
H (-1.13705, 5.23536, 5.35906)  0.096
H (-1.10770, 5.05050, 3.65956)  0.054
H (-0.70291, 2.57896, 4.56201)  0.076
H (-1.17164, 2.98453, 6.16444)  0.083
H (-2.09690, 1.69665, 5.26526)  0.073
H (-3.38109, 4.88576, 1.45430)  0.057
H (-3.90869, 5.90694, 2.91189)  0.066
H (-4.98415, 5.43870, 1.55425)  0.090
H (-2.18887, 3.70760, 2.06897)  0.048
C (7.00449, -0.55445, -4.22563)  -0.029
C (5.92043, -0.06125, -5.19905)  -0.516
C (5.38811, -1.06674, -6.14539)  -0.158
C (4.39780, -2.01505, -5.47540)  -0.172
C (3.27557, -1.17847, -4.93180)  -0.139
C (3.79869, -0.26484, -3.80012)  -0.495
N (4.77790, 0.57199, -4.47763)  -0.101
O (5.19034, 1.64872, -3.67766)  -0.032
C (2.68542, 0.71367, -3.41527)  -0.025
C (4.20928, -1.09132, -2.54312)  -0.006
C (6.63780, 1.08917, -6.01848)  -0.019
H (6.65235, -1.23790, -3.40384)  0.083
H (7.49407, 0.26769, -3.73224)  0.069
H (7.73878, -1.15450, -4.76634)  0.087
H (4.92935, -0.46544, -6.93066)  0.122
H (6.27731, -1.57402, -6.56669)  0.132
H (4.96229, -2.60358, -4.71085)  0.115
H (4.03819, -2.74849, -6.20761)  0.116
H (2.38913, -1.74536, -4.67653)  0.111
H (2.96907, -0.52660, -5.74162)  0.120
H (1.75251, 0.15252, -3.14857)  0.076
H (3.12087, 1.20721, -2.48681)  0.093
H (2.42131, 1.52581, -4.07429)  0.065
H (4.83946, -0.45790, -1.94001)  0.054
H (3.26065, -1.32281, -1.97893)  0.076
H (4.80913, -1.97842, -2.70467)  0.061
H (7.06509, 1.76891, -5.26720)  0.072
H (6.00770, 1.58005, -6.73871)  0.076
H (7.53445, 0.57094, -6.46670)  0.099
H (5.73856, 1.28239, -2.99039)  0.034
C (0.50137, 4.64715, 1.31481)  -0.014
C (1.94918, 4.54824, 0.84502)  -0.479
C (2.41641, 5.80454, 0.16845)  -0.160
C (2.81851, 6.87603, 1.11726)  -0.192
C (3.80912, 6.37506, 2.12128)  -0.142
C (3.41764, 5.08565, 2.88799)  -0.497
N (3.00421, 4.13741, 1.85510)  -0.060
O (2.57836, 2.87761, 2.40445)  -0.023
C (4.67233, 4.50554, 3.53226)  -0.019
C (2.37656, 5.40753, 3.98466)  -0.015
C (2.07172, 3.45920, -0.22714)  -0.025
H (0.21061, 3.74068, 1.86501)  0.081
H (-0.27514, 4.79541, 0.59479)  0.057
H (0.43332, 5.49841, 2.00747)  0.067
H (3.32893, 5.54682, -0.43825)  0.139
H (1.83501, 6.14450, -0.66589)  0.112
H (2.01606, 7.32390, 1.71723)  0.116
H (3.35723, 7.65349, 0.56059)  0.123
H (4.11975, 7.14108, 2.82606)  0.125
H (4.70296, 6.16743, 1.54688)  0.109
H (4.50344, 3.54992, 3.99484)  0.065
H (5.42187, 4.32697, 2.79977)  0.041
H (5.09464, 5.13447, 4.32020)  0.096
H (1.91950, 4.48308, 4.40724)  0.088
H (2.79373, 6.06402, 4.76941)  0.094
H (1.54578, 5.94103, 3.54700)  0.045
H (1.58414, 3.93268, -1.09736)  0.090
H (1.53933, 2.53028, -0.01809)  0.075
H (3.10078, 3.20737, -0.41563)  0.066
H (3.03798, 2.22997, 1.90313)  0.051

## Properties
Relative energy (zero: lowest compared OMol25 entry of this formula, charge and spin) (kJ/mol): 0.00
F_max (hartree/bohr): 0.058
Total charge: 0
Electronic energy (eV): -118166.5878
Lowest unoccupied orbital energy (eV): 0.558

=====

Question: relative energy (zero: lowest compared OMol25 entry of this formula, charge and spin) of number 2 (C67H167N13O13)?
Answer: 0.00 kJ/mol